No. 1
The following is a DFT calculation (ωB97M-V/def2-TZVPD) of a structure of composition C11H20Br6N6O5 at a distorted geometry.

Properties
ΔE to the lowest compared entry with this formula, charge and spin: 0.000 eV
Gap between HOMO and LUMO: 8.2 eV
Max |F|: 1.4 eV/Å
Total charge: 0
Spin multiplicity: 1
E_HOMO: -8.3 eV
Total energy: -451166.2927 eV
E_LUMO: -0.140 eV

Last column: Mulliken charge in e.
Geometry (Å):
C1 1.65581 -5.50174 -1.39502  -0.32
Br1 0.56852 -4.13553 -2.22920  0.02
Br2 1.42984 -7.22622 -2.24551  -0.05
Br3 1.57375 -5.58854 0.52648  0.00
H1 2.68535 -5.24584 -1.59559  0.37
C2 0.24266 -0.60788 -1.90358  -0.40
Br4 -1.64443 -0.95654 -1.98591  0.01
Br5 0.94629 -0.99352 -0.10654  0.05
Br6 0.61355 1.19600 -2.49075  -0.05
H2 0.79449 -1.29069 -2.53135  0.46
C3 3.37755 3.09049 1.23868  -0.48
C4 3.34722 3.78516 0.03371  -0.59
C5 3.48368 3.09730 -1.16062  0.73
C6 3.68873 1.72250 -1.18289  -0.82
C7 3.67919 1.04738 0.02238  -0.22
C8 3.54290 1.72057 1.22983  0.12
O1 3.61528 1.01778 2.41338  -0.55
O2 3.35721 3.72998 -2.36843  -0.51
H3 3.34618 3.65837 2.15881  0.43
H4 3.09990 4.83967 0.06550  0.27
H5 3.85834 1.29495 -2.16104  0.48
H6 3.81490 -0.02625 0.01538  0.55
H7 4.44782 0.55715 2.53636  0.31
H8 3.21727 4.67239 -2.24126  0.28
C9 -1.66113 2.78607 0.52075  0.62
O3 -1.09675 3.71781 -0.01074  -0.63
N1 -0.97176 1.67553 0.94879  -0.19
N2 -2.98305 2.83165 0.88509  -0.44
H9 -0.04046 1.66107 0.56439  0.06
H10 -1.35949 0.82831 1.31653  0.16
H11 -3.46017 3.71483 0.89931  0.25
H12 -3.42301 2.11811 1.43812  0.16
C10 -5.11804 0.60905 -2.21265  0.60
O4 -4.86385 -0.53823 -2.54489  -0.61
N3 -6.36553 1.13981 -2.27577  -0.41
N4 -4.12691 1.49146 -1.87700  -0.28
H13 -6.55672 2.07875 -1.97836  0.18
H14 -7.12175 0.48001 -2.28521  0.24
H15 -4.30031 2.21136 -1.19805  0.28
H16 -3.21280 1.07816 -1.92590  -0.04
C11 0.18508 -4.05851 3.36559  0.52
O5 1.31988 -4.40386 3.64238  -0.61
N5 -0.91172 -4.80848 3.69854  -0.44
N6 -0.04570 -3.02520 2.49287  -0.20
H17 -1.80662 -4.55741 3.32178  0.18
H18 -0.77926 -5.74175 4.03851  0.23
H19 -0.87545 -2.47808 2.37207  0.14
H20 0.83355 -2.66740 2.16108  0.12

Cartesian forces, eV/Å:
C 0.6 -0.2 -0.1
Br 0.0 -0.4 0.3
Br -0.2 0.2 0.2
Br -0.3 0.1 -0.2
H 0.0 0.2 -0.1
C 0.1 0.2 0.5
Br 0.1 -0.2 -0.1
Br -0.2 0.3 -0.5
Br -0.1 -0.3 0.2
H -0.2 0.0 -0.2
C 0.3 0.3 -0.1
C -0.5 -0.3 0.3
C -0.3 0.4 -0.1
C 0.1 0.8 0.2
C 0.3 -0.3 -0.4
C 0.6 -0.3 -0.1
O -0.6 0.1 0.6
O 0.2 -0.1 -0.2
H -0.2 -0.2 0.1
H 0.2 0.1 -0.2
H -0.1 -0.4 0.2
H 0.0 0.0 0.2
H 0.1 0.0 -0.3
H 0.0 0.0 0.1
C 0.3 0.0 1.3
O -0.1 0.1 -0.5
N 0.3 0.5 -0.6
N -0.9 -0.2 -0.1
H 0.1 -0.3 0.2
H -0.2 0.0 -0.1
H 0.3 0.2 -0.2
H 0.3 -0.1 0.1
C 0.7 0.0 -0.5
O -0.2 -0.2 0.1
N -0.6 -0.1 0.2
N -0.2 0.0 -0.1
H 0.0 0.0 0.0
H -0.1 0.0 -0.1
H 0.2 0.1 0.0
H 0.2 0.2 0.3
C -0.3 -1.1 -0.9
O 0.1 0.1 0.2
N -0.3 0.6 0.3
N 0.7 0.1 0.2
H 0.0 -0.2 -0.1
H 0.1 0.1 0.2
H -0.1 -0.2 0.1
H -0.2 0.4 0.0

No. 2
The following is a DFT calculation (ωB97M-V/def2-TZVPD) of a structure of composition C11H20BrF4NO8S.

Properties
Gap between HOMO and LUMO: 10.2 eV
Max |F|: 0.8 eV/Å
Total charge: 0
Spin multiplicity: 1
E_HOMO: -10.7 eV
Total energy: -121349.0460 eV
E_LUMO: -0.513 eV

Last column: Mulliken charge in e.
Geometry (Å):
O1 0.27012 3.60776 2.77197  -0.58
S1 0.23691 3.27049 1.40002  1.18
O2 0.96246 2.21543 0.81172  -0.43
F1 0.65346 4.58195 0.62400  -0.26
N1 -1.34463 3.17668 0.97305  -0.09
Br1 -1.60192 2.77074 -0.84383  0.03
C1 -2.17996 4.31212 1.41421  -0.64
C2 -3.67916 4.03645 1.33771  -0.97
C3 -4.16812 2.70797 1.89334  0.93
F2 -4.34856 1.78583 0.94104  -0.26
F3 -5.34317 2.86055 2.51933  -0.29
F4 -3.31931 2.17468 2.77861  -0.26
H1 -1.88664 4.52847 2.44519  0.50
H2 -1.95188 5.19534 0.80298  0.35
H3 -4.18430 4.80324 1.93500  0.38
H4 -4.04329 4.13144 0.30998  0.40
C4 3.18430 0.10546 2.87698  -1.14
C5 2.13520 -0.61026 2.05734  0.01
O3 2.59134 -1.90305 1.61135  -0.35
C6 2.54136 -2.87441 2.51808  0.74
O4 2.13123 -2.78275 3.64715  -0.56
O5 3.00414 -3.99342 1.95228  -0.34
C7 3.01751 -5.13406 2.81604  -0.66
H5 4.11635 0.18210 2.31572  0.33
H6 2.83605 1.11126 3.11219  0.32
H7 3.37927 -0.42193 3.80990  0.34
H8 1.91969 -0.06690 1.14197  0.19
H9 1.20717 -0.73328 2.61545  0.32
H10 2.03565 -5.29591 3.25537  0.31
H11 3.75083 -5.00038 3.60974  0.30
H12 3.29540 -5.97255 2.18476  0.22
C8 1.11728 -2.05860 -2.32511  -1.02
C9 -0.38142 -1.86475 -2.31817  -0.19
O6 -0.79886 -0.91198 -3.31531  -0.30
C10 -0.84915 -1.37603 -4.56079  0.74
O7 -0.62453 -2.50560 -4.91377  -0.56
O8 -1.21921 -0.37384 -5.36341  -0.31
C11 -1.30915 -0.72685 -6.74713  -0.65
H13 1.62586 -1.10188 -2.20205  0.26
H14 1.41235 -2.70671 -1.50175  0.29
H15 1.44502 -2.51412 -3.25873  0.36
H16 -0.71953 -1.43015 -1.37888  0.27
H17 -0.91070 -2.80282 -2.48246  0.31
H18 -1.95164 -1.59417 -6.88174  0.30
H19 -0.32030 -0.94345 -7.14818  0.29
H20 -1.73349 0.14190 -7.24116  0.21

Cartesian forces, eV/Å:
O 0.2 -0.1 0.1
S -0.5 0.5 -0.3
O 0.1 -0.1 0.1
F 0.2 -0.2 0.1
N -0.2 -0.1 -0.3
Br 0.1 0.0 0.1
C 0.0 0.1 0.2
C -0.2 0.2 -0.1
C 0.3 0.0 0.0
F 0.0 -0.1 -0.3
F -0.3 0.1 0.0
F 0.2 0.0 0.3
H 0.0 -0.1 -0.2
H -0.1 -0.1 0.1
H 0.2 0.0 -0.2
H 0.0 -0.1 0.2
C 0.1 -0.1 0.0
C -0.1 0.1 0.0
O 0.0 -0.1 0.0
C -0.1 -0.1 0.0
O 0.1 0.0 0.0
O 0.0 0.1 0.0
C 0.0 0.0 0.0
H 0.0 0.0 0.0
H 0.0 0.0 0.0
H 0.0 0.0 0.0
H 0.0 0.0 0.0
H 0.0 0.0 0.0
H 0.0 0.0 0.0
H 0.0 0.0 0.0
H 0.0 0.0 0.0
C 0.0 0.1 -0.1
C 0.0 -0.1 0.2
O 0.0 0.1 -0.1
C -0.1 0.0 0.0
O 0.0 0.1 0.0
O 0.0 0.0 0.0
C 0.0 0.0 0.0
H 0.0 0.0 0.0
H 0.0 0.0 0.1
H 0.0 0.0 0.0
H 0.0 0.0 0.0
H 0.0 0.0 0.0
H 0.0 0.0 0.0
H 0.0 0.0 0.0
H 0.0 0.0 0.0

No. 3
The following is a DFT calculation (ωB97M-V/def2-TZVPD) of a structure of composition C11H20N2O at a distorted geometry.

Properties
ΔE to the lowest compared entry with this formula, charge and spin: 7.126 eV
Gap between HOMO and LUMO: 9.1 eV
Max |F|: 8.4 eV/Å
Total charge: 0
Spin multiplicity: 1
E_HOMO: -8.4 eV
Total energy: -16752.1036 eV
E_LUMO: 0.713 eV

Last column: Mulliken charge in e.
Geometry (Å):
C1 -0.07638 -0.67618 -0.06007  0.77
C2 1.99490 -0.77896 1.28155  -0.90
C3 3.14378 -1.15605 0.47228  -0.56
C4 3.32211 -0.33182 -0.80223  -0.51
C5 3.14125 1.14201 -0.45164  -0.77
C6 1.55291 1.21999 -0.03452  -0.92
C7 -1.65894 1.19880 -0.13398  -0.74
C8 -2.88466 1.22612 1.01299  -0.51
C9 -3.55747 -0.19899 0.54777  -0.91
C10 -2.83888 -1.30088 -0.22497  0.05
C11 -2.11421 -0.81173 -1.23540  -1.31
H1 1.55043 -1.59427 1.83589  0.45
H2 2.26216 0.01860 2.15451  0.34
H3 2.51591 -2.05901 0.22739  0.24
H4 4.10429 -1.18751 1.03347  0.36
H5 2.52696 -0.70630 -1.54390  0.19
H6 4.42837 -0.23903 -1.15486  0.34
H7 3.98204 1.51235 0.33369  0.29
H8 3.30241 1.76952 -1.33119  0.42
H9 1.40942 2.22988 0.29173  0.35
H10 1.33674 1.33988 -1.10217  0.37
H11 -2.04121 1.71207 -1.02732  0.48
H12 -0.88563 1.85787 0.42715  0.15
H13 -3.63281 2.32314 0.61166  0.27
H14 -2.28422 1.18329 2.11593  0.27
H15 -4.37716 0.22047 -0.26082  0.20
H16 -4.07505 -0.58718 1.31586  0.54
H17 -2.10855 -2.12093 0.31976  0.26
H18 -3.74157 -1.61564 -0.83770  0.23
H19 -2.46566 -0.16889 -1.99053  0.58
H20 -1.78865 -1.59934 -1.92961  0.33
N1 1.03683 -0.02550 0.54472  0.23
N2 -1.00768 0.03637 -0.63187  0.08
O1 -0.07181 -1.83216 0.22648  -0.69

Cartesian forces, eV/Å:
C 4.4 1.5 4.3
C -0.3 4.8 4.9
C 0.3 -1.8 -1.3
C 1.4 0.9 -0.5
C -0.3 0.1 2.2
C 3.1 0.1 -2.5
C 1.1 4.4 2.5
C 1.7 -1.2 -2.1
C -1.2 4.5 -2.5
C -4.2 -3.3 4.0
C 6.5 2.0 -5.0
H -0.2 -0.1 -0.2
H -0.1 -1.6 -1.5
H 2.7 -0.8 -0.8
H -0.9 -0.8 -0.3
H 1.7 0.8 0.5
H -1.9 -1.6 0.0
H -2.1 -1.0 -1.4
H -0.2 0.1 0.1
H -0.8 0.2 1.6
H -1.4 -0.6 0.2
H 0.1 0.2 0.4
H -1.0 -0.9 -1.6
H 2.5 -3.7 2.0
H -2.3 0.5 -3.0
H 1.7 -1.1 2.0
H -2.1 -1.4 2.7
H -2.6 1.9 -0.9
H 0.7 -1.5 1.4
H -1.7 1.3 -0.4
H 1.0 -0.1 0.7
N -1.5 2.9 -2.1
N -3.0 -0.6 -2.4
O -1.1 -4.1 -1.0

No. 4
The following is a DFT calculation (ωB97M-V/def2-TZVPD) of a cluster of 2 separate species, C11H20N3 in total at a distorted geometry.

Properties
ΔE to the lowest compared entry with this formula, charge and spin: 0.000 eV
Gap between HOMO and LUMO: 9.4 eV
Max |F|: 1.3 eV/Å
Total charge: +1
Spin multiplicity: 1
E_HOMO: -12.1 eV
Total energy: -16195.2731 eV
E_LUMO: -2.766 eV

Last column: Mulliken charge in e.
Geometry (Å):
C1 -1.07775 3.17458 1.55342  -0.68
C2 -2.13348 2.92826 0.74593  -0.31
C3 -0.73998 1.18141 0.55998  -0.61
C4 0.03846 -1.84993 1.98675  -0.45
C5 -0.27118 -1.94833 0.48871  -0.54
C6 1.51054 -1.42237 2.01121  -0.67
C7 0.71123 -1.00759 -0.12260  0.02
C8 1.49492 0.65061 -1.83952  -1.57
C9 1.43203 -1.82933 -2.30404  -1.57
C10 -2.80179 1.12415 -0.80855  -0.88
C11 0.75681 -0.65712 -1.56482  0.82
N1 -0.24137 2.09442 1.41889  0.12
N2 -1.90885 1.71035 0.15222  0.35
N3 1.68444 -0.79806 0.71488  0.09
H1 -0.85906 4.00656 2.18786  0.46
H2 -3.01486 3.50282 0.55212  0.46
H3 -0.58413 -1.07633 2.43341  0.23
H4 -0.13032 -2.78303 2.51506  0.41
H5 -0.06450 -2.95360 0.10797  0.46
H6 -1.30234 -1.70943 0.24786  0.17
H7 1.74175 -0.72559 2.81637  0.34
H8 2.18542 -2.27995 2.09232  0.37
H9 2.55008 0.58060 -1.58725  0.41
H10 1.04072 1.45870 -1.27151  0.32
H11 1.42570 0.89156 -2.89611  0.45
H12 2.44966 -1.97768 -1.95106  0.35
H13 1.46752 -1.60537 -3.36555  0.45
H14 0.87536 -2.75233 -2.17031  0.41
H15 -2.65412 0.04648 -0.83933  0.28
H16 -3.83466 1.33445 -0.53211  0.36
H17 -2.61996 1.53436 -1.80515  0.29
H18 -0.26860 -0.57157 -1.93028  0.21
H19 0.63041 1.99059 1.91047  0.22
H20 2.51189 -0.26230 0.49279  0.24

Cartesian forces, eV/Å:
C -0.5 0.4 -0.1
C 0.1 0.5 0.4
C 0.3 -1.2 -0.4
C 0.0 0.0 -0.1
C -0.1 -0.1 0.3
C 0.0 -0.5 0.7
C -0.2 0.2 0.2
C -0.3 -0.1 0.1
C -0.2 0.0 0.1
C -0.3 -0.2 -0.5
C 0.3 0.2 -0.3
N -0.2 -0.1 -0.1
N 0.6 0.2 0.6
N 0.0 0.1 -0.7
H 0.0 0.2 0.1
H -0.2 0.2 0.0
H 0.0 0.0 0.0
H 0.0 0.0 0.0
H 0.1 0.0 -0.1
H 0.1 0.1 -0.1
H 0.0 0.0 -0.1
H 0.0 0.1 0.0
H 0.2 0.0 0.0
H 0.0 0.1 0.0
H 0.1 0.0 -0.1
H 0.1 0.0 0.0
H 0.0 0.0 -0.1
H 0.0 -0.1 0.0
H 0.0 0.1 0.0
H 0.1 -0.1 0.0
H 0.0 0.0 0.1
H 0.0 0.0 0.2
H -0.1 0.0 -0.1
H -0.1 0.0 -0.2

No. 5
The following is a DFT calculation (ωB97M-V/def2-TZVPD) of a cluster of 2 separate species, C11H20N3 in total at a distorted geometry.

Properties
ΔE to the lowest compared entry with this formula, charge and spin: 4.142 eV
Gap between HOMO and LUMO: 8.3 eV
Max |F|: 5.9 eV/Å
Total charge: +1
Spin multiplicity: 1
E_HOMO: -12.0 eV
Total energy: -16191.1308 eV
E_LUMO: -3.675 eV

Last column: Mulliken charge in e.
Geometry (Å):
C1 -0.33916 -1.28536 0.30097  -0.48
C2 -2.48273 0.73774 -1.04190  -0.60
C3 -1.42081 -2.24094 -0.03090  -0.44
C4 -2.24568 -2.26247 -1.31728  0.34
C5 -2.77421 -1.51269 -0.15270  -0.14
C6 -1.73976 0.52328 0.26306  -0.08
C7 -2.84694 -3.55710 -1.84067  -1.58
C8 1.91766 1.23109 -1.43631  -0.85
C9 1.51784 2.12294 3.03308  -1.11
C10 2.62918 1.61513 -0.22420  0.40
C11 2.59312 1.40739 2.16937  -0.52
N1 -0.49425 -0.03972 0.49122  -0.31
N2 -2.93626 -0.11329 0.03726  -0.37
N3 2.22502 1.10586 0.81685  0.12
H1 0.48384 -1.65658 0.73744  0.62
H2 -3.01160 1.56940 -1.15969  0.37
H3 -2.15787 0.16613 -1.87814  0.09
H4 -1.48539 -3.20604 0.48113  0.48
H5 -1.75460 -1.54924 -2.09200  0.11
H6 -3.61131 -2.01454 0.32376  0.41
H7 -3.89199 -3.76732 -1.47089  0.33
H8 -2.30143 -4.38750 -1.53120  0.40
H9 -2.88603 -3.56685 -2.88620  0.40
H10 2.66621 0.97468 -2.21093  0.38
H11 1.26461 0.39986 -1.27613  0.05
H12 1.18782 2.01974 -1.86002  0.28
H13 0.76303 2.72706 2.49347  0.32
H14 0.81439 1.45754 3.57330  0.35
H15 1.95165 2.65590 3.82270  0.36
H16 -1.81624 1.49980 0.89404  0.26
H17 3.50667 2.27046 -0.42486  0.37
H18 2.89290 0.42836 2.64905  0.31
H19 3.55010 1.94892 2.11685  0.46
H20 1.32141 0.63561 0.88732  0.26

Cartesian forces, eV/Å:
C -3.4 -0.6 -0.3
C 2.5 -3.5 1.1
C -0.9 0.3 0.2
C 1.4 2.3 -1.7
C -1.5 -2.0 0.4
C 0.8 5.7 1.0
C -1.8 1.1 1.5
C -0.9 0.8 -2.4
C -1.9 -1.3 -1.1
C 0.8 1.1 -4.0
C 2.0 -0.4 2.0
N 0.8 0.1 -0.6
N -1.4 -1.4 -0.1
N -1.4 0.0 4.2
H 3.4 -1.7 0.9
H -2.0 3.4 -0.6
H 0.3 0.3 -0.7
H 0.6 0.5 0.1
H -1.0 -1.7 1.0
H 0.2 -0.2 0.1
H 0.9 0.6 -0.3
H 1.2 -1.4 0.5
H 0.0 0.1 -1.6
H -0.5 0.3 0.2
H -0.2 -0.7 0.2
H 1.5 -0.7 0.7
H 1.0 0.2 -0.2
H 0.7 -0.4 -0.5
H 0.9 1.1 0.8
H 0.0 -1.9 -0.7
H -0.5 -0.4 1.3
H -0.5 0.9 -0.4
H -0.5 0.2 0.2
H -0.9 -0.6 -1.3

No. 6
The following is a DFT calculation (ωB97M-V/def2-TZVPD) of the ion C11H20NO with charge +1 at a distorted geometry.

Properties
ΔE to the lowest compared entry with this formula, charge and spin: 1.539 eV
Gap between HOMO and LUMO (spin up / spin down): 7.7 / 8.8 eV
Max |F|: 3.6 eV/Å
Total charge: +1
Spin multiplicity: 1
E_HOMO (spin up / spin down): -12.7 / -12.9 eV
Total energy: -15257.8682 eV
E_LUMO (spin up / spin down): -5.012 / -4.087 eV

Last column: Mulliken charge in e.
Geometry (Å):
C1 -0.89952 -2.04877 0.66569  1.02
C2 -0.37136 0.85415 2.05163  -0.92
C3 0.19107 1.48032 -0.36719  0.32
C4 1.48387 0.67730 -0.41077  -0.47
C5 -0.24973 -0.75607 0.38764  -0.88
C6 -0.76682 0.61358 0.57895  1.94
C7 -2.24917 -2.05089 1.42364  -1.49
C8 -0.26109 1.78952 -1.83999  -1.40
C9 2.45429 0.93941 -1.53393  -1.82
C10 -2.23612 0.95153 0.31645  -1.95
C11 2.06799 -1.65973 0.18914  -0.85
N1 0.98746 -0.73122 -0.32738  0.30
O1 -0.49668 -2.98156 0.01297  -0.62
H1 -1.30185 0.67261 2.78017  0.29
H2 0.64125 0.82544 2.43977  0.31
H3 0.48466 2.44227 0.10970  0.49
H4 2.03909 0.84758 0.61942  0.33
H5 -2.06458 -1.94401 2.49687  0.36
H6 -2.71450 -3.05588 1.35675  0.38
H7 -2.96726 -1.50368 0.87523  0.45
H8 -0.03073 0.87802 -2.48472  0.33
H9 0.09388 2.67887 -2.48162  0.33
H10 -1.41513 1.84589 -1.94858  0.31
H11 2.67842 2.03284 -1.64452  0.35
H12 1.91986 0.58855 -2.31970  0.52
H13 3.36948 0.53181 -1.31019  0.57
H14 -2.86949 0.36578 1.13027  0.46
H15 -2.72058 0.58090 -0.66877  0.35
H16 -2.37072 2.01800 0.37611  0.41
H17 2.43701 -1.30446 1.12172  0.35
H18 1.51990 -2.67888 0.27902  0.37
H19 2.79037 -1.63976 -0.64480  0.35
H20 0.82673 -1.25946 -1.22898  0.49

Cartesian forces, eV/Å:
C -1.7 1.5 -0.7
C -3.0 -1.9 0.1
C 0.6 1.5 -0.7
C 0.8 1.2 3.0
C -1.2 0.4 2.1
C 0.8 2.5 -1.0
C 1.5 -2.7 0.2
C -2.3 -1.0 -1.7
C -0.9 2.7 2.3
C -2.0 -2.7 0.7
C -1.3 -1.9 -1.1
N 1.3 -2.2 -0.7
O 0.4 -1.2 -0.1
H 2.5 0.4 -1.4
H -0.1 0.2 -0.2
H -0.7 -0.5 -0.1
H -1.1 -0.6 -1.9
H -0.5 0.9 -0.2
H 0.8 0.1 -0.1
H -0.6 1.3 0.1
H -0.3 1.0 0.6
H 0.0 -1.2 1.8
H 1.9 0.1 0.5
H -0.7 -0.9 0.1
H -0.5 -1.0 -3.3
H 2.1 -1.5 0.0
H 1.1 1.9 -1.5
H 1.3 0.5 1.4
H -0.2 0.3 0.2
H 0.4 0.3 0.6
H 1.5 1.7 -0.1
H 0.1 -0.4 0.8
H -0.2 1.3 0.4